This record from the Open Molecules 2025 dataset describes 10 unconnected molecules or ions with the total composition C34H82N6O14 at a distorted geometry. The level of theory is ωB97M-V with the def2-TZVPD basis set.

SMILES: CNC(C)=O.CNC(C)=O.CNC(C)=O.CNC(C)=O.CNC(C)=O.CNC(C)=O.COCCOC.COCCOC.COCCOC.COCCOC
ΔE to the lowest compared entry with this formula, charge and spin: 1.368 eV
highest occupied orbital energy: -8.85 eV

Last columns: bonded neighbours and bond lengths (Å).
Geometry (Å):
1 C -5.502 -7.299 1.980  N2 1.446, H6 1.089, H7 1.090, H8 1.094
2 N -5.042 -5.950 1.743  C1 1.446, C3 1.351, H9 1.001
3 C -3.734 -5.724 1.490  N2 1.351, C4 1.509, O5 1.220
4 C -3.293 -4.294 1.294  C3 1.509, H10 1.088, H11 1.088, H12 1.090
5 O -2.907 -6.619 1.428  C3 1.220
6 H -4.976 -8.044 1.384  C1 1.089
7 H -6.568 -7.397 1.775  C1 1.090
8 H -5.352 -7.611 3.018  C1 1.094
9 H -5.762 -5.259 1.666  N2 1.001
10 H -2.766 -4.250 0.343  C4 1.088
11 H -2.589 -4.117 2.106  C4 1.088
12 H -4.157 -3.630 1.257  C4 1.090
13 C -0.382 0.223 -6.907  N14 1.450, H18 1.082, H19 1.096, H20 1.095
14 N 0.932 0.207 -6.294  C13 1.450, C15 1.356, H21 1.001
15 C 1.133 0.912 -5.153  N14 1.356, C16 1.516, O17 1.221
16 C 2.518 0.795 -4.550  C15 1.516, H22 1.089, H23 1.093, H24 1.092
17 O 0.341 1.727 -4.705  C15 1.221
18 H -0.978 1.121 -6.808  C13 1.082
19 H -0.975 -0.640 -6.584  C13 1.096
20 H -0.224 0.013 -7.970  C13 1.095
21 H 1.615 -0.442 -6.632  N14 1.001
22 H 3.050 -0.103 -4.861  C16 1.089
23 H 2.445 0.813 -3.459  C16 1.093
24 H 3.095 1.709 -4.704  C16 1.092
25 C -1.748 3.585 2.367  N26 1.457, H30 1.094, H31 1.096, H32 1.081
26 N -1.845 2.302 3.052  C25 1.457, C27 1.357, H33 1.007
27 C -0.963 1.875 3.990  N26 1.357, C28 1.500, O29 1.222
28 C -1.464 0.735 4.829  C27 1.500, H34 1.095, H35 1.089, H36 1.088
29 O 0.061 2.461 4.306  C27 1.222
30 H -2.771 3.967 2.314  C25 1.094
31 H -1.573 3.441 1.295  C25 1.096
32 H -1.078 4.331 2.771  C25 1.081
33 H -2.678 1.750 2.927  N26 1.007
34 H -1.046 -0.224 4.506  C28 1.095
35 H -2.548 0.639 4.822  C28 1.089
36 H -1.102 0.835 5.850  C28 1.088
37 C 3.334 -3.150 -2.087  N38 1.451, H42 1.099, H43 1.080, H44 1.096
38 N 2.244 -2.460 -2.750  C37 1.451, C39 1.349, H45 1.014
39 C 1.711 -2.972 -3.879  N38 1.349, C40 1.504, O41 1.224
40 C 0.321 -2.534 -4.248  C39 1.504, H46 1.091, H47 1.088, H48 1.094
41 O 2.237 -3.913 -4.459  C39 1.224
42 H 3.085 -4.220 -2.049  C37 1.099
43 H 3.590 -2.733 -1.124  C37 1.080
44 H 4.149 -3.232 -2.814  C37 1.096
45 H 1.688 -1.809 -2.207  N38 1.014
46 H -0.144 -1.792 -3.597  C40 1.091
47 H -0.250 -3.458 -4.301  C40 1.088
48 H 0.290 -2.049 -5.228  C40 1.094
49 C -4.586 1.922 0.338  N50 1.439, H54 1.094, H55 1.090, H56 1.089
50 N -5.619 1.191 1.021  C49 1.439, C51 1.357, H57 1.005
51 C -5.369 0.381 2.081  N50 1.357, C52 1.496, O53 1.229
52 C -6.474 -0.478 2.608  C51 1.496, H58 1.095, H59 1.093, H60 1.088
53 O -4.234 0.240 2.527  C51 1.229
54 H -4.619 1.804 -0.750  C49 1.094
55 H -3.605 1.482 0.516  C49 1.090
56 H -4.628 2.973 0.624  C49 1.089
57 H -6.582 1.231 0.735  N50 1.005
58 H -6.497 -1.488 2.185  C52 1.095
59 H -7.497 -0.151 2.408  C52 1.093
60 H -6.302 -0.649 3.669  C52 1.088
61 C 0.089 1.817 -1.141  N62 1.457, H66 1.092, H67 1.090, H68 1.087
62 N -0.337 0.919 -0.076  C61 1.457, C63 1.352, H69 1.004
63 C -0.121 -0.408 -0.218  N62 1.352, C64 1.510, O65 1.221
64 C -0.640 -1.292 0.891  C63 1.510, H70 1.090, H71 1.095, H72 1.090
65 O 0.407 -0.823 -1.238  C63 1.221
66 H -0.399 2.780 -0.976  C61 1.092
67 H -0.366 1.430 -2.053  C61 1.090
68 H 1.161 1.995 -1.192  C61 1.087
69 H -0.815 1.377 0.679  N62 1.004
70 H -1.352 -0.862 1.595  C64 1.090
71 H 0.297 -1.612 1.359  C64 1.095
72 H -1.168 -2.174 0.530  C64 1.090
73 C 5.548 1.530 3.829  O74 1.427, H79 1.094, H80 1.089, H81 1.093
74 O 4.740 0.470 4.336  C73 1.427, C75 1.408
75 C 3.358 0.659 4.141  O74 1.408, C76 1.541, H82 1.095, H83 1.094
76 C 2.867 0.501 2.688  C75 1.541, O77 1.408, H84 1.094, H85 1.093
77 O 2.754 -0.847 2.296  C76 1.408, C78 1.407
78 C 3.994 -1.449 2.013  O77 1.407, H86 1.092, H87 1.101, H88 1.088
79 H 5.353 1.747 2.774  C73 1.094
80 H 6.549 1.108 3.912  C73 1.089
81 H 5.358 2.430 4.419  C73 1.093
82 H 2.958 1.554 4.629  C75 1.095
83 H 2.835 -0.183 4.604  C75 1.094
84 H 3.366 1.119 1.935  C76 1.094
85 H 1.835 0.858 2.732  C76 1.093
86 H 4.638 -1.616 2.879  C78 1.092
87 H 4.620 -0.796 1.387  C78 1.101
88 H 3.930 -2.373 1.442  C78 1.088
89 C 1.842 5.089 -1.448  O90 1.424, H95 1.093, H96 1.094, H97 1.093
90 O 3.239 5.258 -1.665  C89 1.424, C91 1.411
91 C 3.891 5.749 -0.514  O90 1.411, C92 1.520, H98 1.103, H99 1.095
92 C 5.386 5.864 -0.760  C91 1.520, O93 1.414, H100 1.098, H101 1.094
93 O 5.581 6.722 -1.866  C92 1.414, C94 1.422
94 C 6.957 7.065 -1.979  O93 1.422, H102 1.093, H103 1.093, H104 1.090
95 H 1.556 4.862 -2.479  C89 1.093
96 H 1.391 6.029 -1.114  C89 1.094
97 H 1.557 4.266 -0.789  C89 1.093
98 H 3.783 4.983 0.272  C91 1.103
99 H 3.445 6.677 -0.141  C91 1.095
100 H 5.752 4.851 -0.975  C92 1.098
101 H 5.922 6.244 0.115  C92 1.094
102 H 7.486 6.114 -2.080  C94 1.093
103 H 7.303 7.704 -1.163  C94 1.093
104 H 7.154 7.639 -2.884  C94 1.090
105 C -2.879 0.118 -3.620  O106 1.407, H111 1.083, H112 1.097, H113 1.102
106 O -3.943 0.952 -3.230  C105 1.407, C107 1.406
107 C -4.530 1.753 -4.225  O106 1.406, C108 1.524, H114 1.101, H115 1.091
108 C -5.920 2.190 -3.777  C107 1.524, O109 1.417, H116 1.089, H117 1.100
109 O -6.000 3.326 -2.935  C108 1.417, C110 1.411
110 C -5.607 4.531 -3.555  O109 1.411, H118 1.098, H119 1.088, H120 1.093
111 H -2.433 -0.436 -2.802  C105 1.083
112 H -2.136 0.680 -4.201  C105 1.097
113 H -3.275 -0.560 -4.392  C105 1.102
114 H -4.747 1.053 -5.047  C107 1.101
115 H -3.871 2.569 -4.525  C107 1.091
116 H -6.460 1.383 -3.284  C108 1.089
117 H -6.545 2.430 -4.649  C108 1.100
118 H -4.520 4.469 -3.687  C110 1.098
119 H -5.747 5.367 -2.872  C110 1.088
120 H -6.092 4.753 -4.509  C110 1.093
121 C 3.674 -3.157 5.008  O122 1.411, H127 1.088, H128 1.092, H129 1.100
122 O 2.453 -2.796 4.398  C121 1.411, C123 1.408
123 C 1.648 -3.870 3.973  O122 1.408, C124 1.536, H130 1.090, H131 1.095
124 C 2.079 -4.530 2.655  C123 1.536, O125 1.432, H132 1.090, H133 1.093
125 O 1.872 -5.946 2.716  C124 1.432, C126 1.429
126 C 3.100 -6.616 3.010  O125 1.429, H134 1.088, H135 1.096, H136 1.091
127 H 4.365 -2.317 4.987  C121 1.088
128 H 4.105 -4.096 4.652  C121 1.092
129 H 3.466 -3.304 6.078  C121 1.100
130 H 0.642 -3.482 3.813  C123 1.090
131 H 1.523 -4.587 4.791  C123 1.095
132 H 3.063 -4.244 2.283  C124 1.090
133 H 1.397 -4.202 1.866  C124 1.093
134 H 2.957 -7.678 2.821  C126 1.088
135 H 3.359 -6.491 4.068  C126 1.096
136 H 3.891 -6.210 2.378  C126 1.091

Results of the Mulliken charge analysis, in e, for atoms 1 through 8: -0.906 -0.170 0.432 -0.323 -0.645 0.287 0.342 0.268